1.
Here is a molecular structure, C5H8O from OMol25. Energies are from ωB97M-V with the def2-TZVPD basis set.

```
14
Properties=species:S:1:pos:R:3
O -1.655 0.234 2.320
C -0.205 -0.312 0.101
C 0.936 -1.152 0.466
C 0.965 0.356 0.215
C 0.719 0.948 -1.201
C -0.671 0.277 -1.213
H -1.438 -0.707 2.300
H 1.047 -1.438 1.509
H 1.341 -1.886 -0.238
H -0.828 0.648 2.034
H 0.775 2.037 -1.266
H 1.413 0.508 -1.923
H -1.528 0.943 -1.104
H -0.873 -0.455 -2.000
```

Calculated values
E_HOMO: -8.9 eV
energy: -270.3641 a.u.
spin multiplicity: 1
gap between HOMO and LUMO: 9.45 eV
E_LUMO: 0.531 eV
relative energy (zero: lowest compared OMol25 entry of this formula, charge and spin): 508.7 kJ/mol
molecular weight: 84.1 g mol⁻¹

natural (NBO) atomic charge list, values in e, 5 entries: O -0.929; C 0.030; C -0.417; C -0.107; C -0.406

2.
Here is a molecular structure, C23H41Cl3N3O3SiTi from OMol25. Energies are from ωB97M-V with the def2-TZVPD basis set.

```
75
Properties=species:S:1:pos:R:3
C 2.332 -2.727 -1.343
C 2.097 -1.698 -2.406
H 1.563 -3.513 -1.440
H 2.355 -2.387 -0.272
H 3.328 -3.177 -1.504
C 2.200 -2.059 -3.712
C 2.386 -3.452 -4.191
H 2.296 -1.287 -4.471
H 1.689 -4.120 -3.684
H 3.414 -3.794 -4.060
H 2.195 -3.538 -5.264
Ti 1.429 0.130 1.102
Cl 2.841 -1.525 1.835
Cl 3.098 1.708 0.594
C 0.200 2.706 1.728
O -0.059 1.536 1.252
N -0.809 3.553 1.945
C -2.194 3.135 1.843
C -0.466 4.956 2.075
H 1.222 2.959 2.034
H -2.475 2.417 2.632
H -2.445 2.699 0.861
H -2.799 4.043 1.989
H 0.259 5.111 2.895
H -1.386 5.534 2.281
H -0.014 5.344 1.131
H -0.706 -4.092 4.485
H -0.746 -3.959 0.817
C -1.590 -3.746 3.922
C -1.618 -3.711 1.423
N -1.190 -3.110 2.669
H -2.151 -3.060 4.580
C -0.372 -2.024 2.653
O -0.149 -1.324 1.626
H -2.262 -3.041 0.842
H 0.148 -1.805 3.597
H -2.216 -4.608 3.686
H -2.152 -4.625 1.671
O 1.429 -0.201 -0.596
C 1.915 -0.234 -1.932
C 0.546 0.181 -4.161
C 1.317 0.642 -3.094
H 0.217 -0.859 -4.175
C 0.281 0.981 -5.295
H 2.935 0.173 -1.783
C 1.845 1.956 -3.201
H -0.309 0.641 -6.159
C 0.789 2.267 -5.369
C 1.574 2.756 -4.320
H 2.478 2.293 -2.363
H 0.620 2.870 -6.271
H 2.051 3.734 -4.395
Si -1.993 -0.299 -2.015
Cl -1.265 -2.157 -2.465
C -2.628 0.113 -3.666
C -1.064 1.525 -1.655
C -2.610 -0.470 -0.215
H -2.402 1.185 -3.852
H -3.680 -0.140 -3.387
H -2.195 -0.552 -4.440
H -3.006 -1.488 -0.122
H -3.373 0.307 -0.185
H -1.814 -0.288 0.553
H -0.520 1.909 -2.516
H -0.405 1.670 -0.793
H -1.920 2.148 -1.475
C 0.757 0.585 6.968
C -0.063 0.746 5.644
C 0.633 0.599 4.375
N 1.203 0.529 3.361
H 1.347 -0.329 7.018
H 0.041 0.577 7.785
H 1.455 1.401 7.118
H -0.912 0.025 5.622
H -0.523 1.755 5.632
```

Calculated values
E_HOMO (alpha / beta): -6.1 / -7.6 eV
energy: -3810.6391 a.u.
spin multiplicity: 2
gap between HOMO and LUMO (alpha / beta): 5.91 / 7.37 eV
E_LUMO (alpha / beta): -0.185 / -0.188 eV
⟨S²⟩: 0.753
relative energy (zero: lowest compared OMol25 entry of this formula, charge and spin): 326.1 kJ/mol
molecular weight: 589.9 g mol⁻¹

Löwdin atomic charge list, values in e, 5 entries: C -0.073; C -0.240; H 0.073; H -0.020; H 0.092

3.
Here is a molecular structure, C24H62N6O8P2Si from OMol25. Energies are from ωB97M-V with the def2-TZVPD basis set.

```
103
Properties=species:S:1:pos:R:3
C -7.133 -0.514 -3.465
C -7.488 -0.738 -2.021
C -8.928 -0.492 -1.696
N -6.666 -1.141 -1.148
Si -5.369 -0.101 -0.670
C -4.451 -0.864 0.784
C -3.409 -1.959 0.481
N -3.713 -3.101 1.398
N -2.106 -1.443 0.858
N -3.412 -2.386 -0.919
O -4.436 0.175 -2.013
C -3.114 0.677 -1.780
C -2.971 2.119 -1.307
C -3.882 3.090 -2.076
C -1.517 2.501 -1.605
C -0.503 1.651 -0.799
C 0.188 2.466 0.315
C 0.523 0.995 -1.721
P -6.321 1.793 0.114
P -5.934 1.978 2.228
O -6.667 3.139 2.705
O -4.370 2.176 2.476
O -6.387 0.682 3.044
H -6.321 -1.164 -3.736
H -6.852 0.531 -3.571
H -8.000 -0.661 -4.095
H -9.123 0.562 -1.863
H -9.163 -0.784 -0.686
H -9.535 -1.011 -2.431
H -3.962 -0.108 1.384
H -5.219 -1.311 1.401
H -2.916 -3.724 1.428
H -4.537 -3.609 1.096
H -2.193 -1.187 1.834
H -1.351 -2.123 0.791
H -2.620 -3.014 -1.031
H -4.217 -2.991 -1.045
H -2.595 -0.011 -1.122
H -2.605 0.624 -2.738
H -3.103 2.198 -0.229
H -4.252 3.824 -1.374
H -4.704 2.584 -2.557
H -3.286 3.636 -2.799
H -1.351 2.271 -2.651
H -1.353 3.562 -1.467
H -1.030 0.846 -0.306
H 0.009 3.527 0.195
H 1.245 2.231 0.317
H -0.251 2.201 1.268
H 0.114 0.789 -2.701
H 1.372 1.658 -1.854
H 0.869 0.047 -1.328
H -7.718 1.642 0.112
H -3.956 1.378 2.849
H -7.052 0.978 3.688
C 5.708 -2.413 0.591
O 5.061 -1.544 -0.320
C 4.937 -2.068 -1.638
C 3.487 -2.344 -1.976
N 2.974 -3.480 -1.216
C 1.530 -3.663 -1.318
C 0.640 -2.562 -0.751
O 0.713 -2.429 0.662
C 1.763 -1.590 1.118
H 5.867 -1.860 1.516
H 5.099 -3.297 0.813
H 6.680 -2.734 0.207
H 5.549 -2.964 -1.769
H 5.313 -1.303 -2.323
H 3.404 -2.565 -3.044
H 2.923 -1.424 -1.771
H 3.215 -3.356 -0.241
H 1.287 -4.590 -0.792
H 1.268 -3.819 -2.369
H -0.394 -2.837 -0.975
H 0.806 -1.594 -1.235
H 1.975 -0.783 0.413
H 2.673 -2.161 1.309
H 1.446 -1.151 2.065
C 3.119 0.853 2.434
O 3.694 1.595 1.375
C 4.165 2.878 1.769
C 5.675 2.930 1.695
N 6.278 2.106 2.735
C 7.719 1.916 2.591
C 8.217 1.154 1.366
O 7.853 -0.214 1.343
C 6.583 -0.501 0.782
H 2.671 -0.045 2.010
H 3.870 0.552 3.173
H 2.333 1.427 2.934
H 3.806 3.147 2.766
H 3.755 3.605 1.061
H 6.007 3.965 1.820
H 5.964 2.597 0.689
H 5.834 1.197 2.730
H 8.057 1.371 3.476
H 8.206 2.895 2.619
H 9.310 1.167 1.402
H 7.935 1.642 0.425
H 6.315 0.207 -0.006
H 5.801 -0.508 1.547
H 6.628 -1.500 0.350
```

Calculated values
E_HOMO: -8.3 eV
energy: -2854.1462 a.u.
spin multiplicity: 1
gap between HOMO and LUMO: 8.72 eV
E_LUMO: 0.383 eV
molecular weight: 652.8 g mol⁻¹

Löwdin atomic charge list, values in e, 5 entries: C -0.032; C -0.498; C -0.050; N 0.026; Si 0.238

4.
Here is a molecular structure, C2H5N2 from OMol25. Energies are from ωB97M-V with the def2-TZVPD basis set.

```
9
Properties=species:S:1:pos:R:3
C -0.944 0.027 0.046
C 0.987 -0.079 -0.020
N -0.088 0.967 0.100
N -0.140 -1.005 0.079
H -2.532 0.407 0.063
H 1.764 0.063 -0.794
H 1.522 -0.272 0.941
H -0.219 1.905 -0.336
H -0.350 -2.012 -0.079
```

Calculated values
E_HOMO (alpha / beta): -11.1 / -17.0 eV
energy: -188.1219 a.u.
spin multiplicity: 3
gap between HOMO and LUMO (alpha / beta): 7.13 / 7.90 eV
E_LUMO (alpha / beta): -3.920 / -9.054 eV
⟨S²⟩: 2.012
relative energy (zero: lowest compared OMol25 entry of this formula, charge and spin): 367.3 kJ/mol
molecular weight: 57.1 g mol⁻¹
total charge: +1

Löwdin atomic charge list, values in e, 5 entries: C -0.321; C -0.009; N 0.150; N 0.191; H 0.284

5.
Here is C3H3N5 in the gas phase from OMol25. Energies are from ωB97M-V with the def2-TZVPD basis set.

```
11
Properties=species:S:1:pos:R:3
N -0.743 -3.120 -0.969
C -0.600 -1.842 -0.744
C -0.482 -0.560 -0.208
N -1.318 -0.497 0.888
N -1.025 0.656 1.438
N 0.084 1.312 0.900
C 0.478 0.514 -0.111
N 1.152 0.909 -1.232
H -1.395 0.802 2.471
H 1.978 1.605 -0.915
H 1.869 0.221 -1.519
```

Calculated values
E_HOMO: -9.5 eV
energy: -389.7792 a.u.
spin multiplicity: 1
gap between HOMO and LUMO: 9.69 eV
E_LUMO: 0.165 eV
relative energy (zero: lowest compared OMol25 entry of this formula, charge and spin): 234.9 kJ/mol
molecular weight: 109.1 g mol⁻¹

natural (NBO) atomic charge list, values in e, 5 entries: N -0.296; C 0.260; C -0.128; N -0.122; N -0.166

6.
Here is 3 unconnected molecules or ions with the total composition C12H27O6P from OMol25. Energies are from ωB97M-V with the def2-TZVPD basis set.

```
46
Properties=species:S:1:pos:R:3
C -3.750 2.247 -7.923
O -2.660 2.388 -7.037
C -2.898 1.996 -5.700
C -1.555 1.667 -5.075
O -1.702 1.484 -3.679
C -1.862 0.141 -3.269
P -0.241 -0.604 -2.714
O 0.742 -0.095 -3.934
O -0.624 -2.135 -3.219
H -4.488 1.535 -7.544
H -3.375 1.883 -8.879
H -4.249 3.207 -8.083
H -3.361 2.807 -5.126
H -3.565 1.127 -5.673
H -1.126 0.784 -5.551
H -0.868 2.497 -5.242
H -2.366 -0.474 -4.023
H -2.501 0.153 -2.380
H 0.673 -0.643 -4.725
H -0.060 -2.771 -2.771
C 2.875 0.551 1.343
C 2.947 -0.732 2.169
C 1.876 -1.583 1.501
O 1.865 -1.198 0.125
C 2.621 -0.002 -0.055
H 3.777 1.158 1.396
H 2.029 1.161 1.668
H 3.930 -1.197 2.061
H 2.752 -0.582 3.229
H 0.893 -1.387 1.941
H 2.074 -2.654 1.564
H 3.564 -0.242 -0.560
H 2.052 0.674 -0.694
C -0.162 -0.966 7.513
C 1.260 -0.442 7.321
C 1.633 -1.068 5.983
O 0.423 -1.168 5.233
C -0.697 -0.922 6.086
H -0.759 -0.370 8.201
H -0.140 -1.995 7.879
H 1.252 0.647 7.242
H 1.944 -0.722 8.120
H 2.054 -2.070 6.121
H 2.348 -0.469 5.419
H -1.118 0.061 5.853
H -1.457 -1.678 5.888
```

Calculated values
E_HOMO: -8.5 eV
energy: -1266.1752 a.u.
spin multiplicity: 1
gap between HOMO and LUMO: 9.32 eV
E_LUMO: 0.851 eV
molecular weight: 298.3 g mol⁻¹

natural (NBO) atomic charge list, values in e, 5 entries: C -0.241; O -0.549; C -0.078; C -0.068; O -0.540

7.
Here is 3 unconnected molecules or ions with the total composition C36H27NO9P from OMol25. Energies are from ωB97M-V with the def2-TZVPD basis set.

```
74
Properties=species:S:1:pos:R:3
C 2.664 1.342 1.759
O 3.239 1.528 0.473
C 2.969 2.777 -0.114
C 1.482 3.066 -0.106
C 0.912 4.090 0.628
C -0.462 4.274 0.608
C -0.927 5.468 1.423
O -0.227 5.829 2.306
O -2.079 6.065 1.166
C -1.270 3.389 -0.127
P -3.141 3.498 -0.203
O -3.526 3.418 1.375
O -3.452 1.981 -0.725
C -0.639 2.397 -0.848
N 0.699 2.259 -0.828
H 1.680 0.879 1.705
H 3.308 0.654 2.294
H 2.637 2.260 2.341
H 3.482 3.577 0.412
H 3.278 2.732 -1.153
H 1.518 4.760 1.211
H -2.345 6.008 0.236
H -2.954 2.788 1.837
H -2.874 1.376 -0.235
H -1.184 1.682 -1.442
H 1.157 1.510 -1.339
C 6.347 0.076 -1.838
C 7.324 -0.730 -2.414
C 8.027 -1.634 -1.636
C 7.762 -1.731 -0.276
C 6.796 -0.910 0.304
C 6.086 -0.013 -0.481
C 6.513 -0.966 1.766
O 5.654 -0.258 2.260
C 7.307 -1.908 2.597
C 7.100 -1.943 3.970
C 7.824 -2.823 4.756
C 8.752 -3.679 4.173
C 8.965 -3.647 2.805
C 8.251 -2.759 2.013
C 8.516 -2.722 0.547
O 9.319 -3.470 0.035
H 5.796 0.778 -2.451
H 7.536 -0.653 -3.472
H 8.784 -2.267 -2.078
H 5.334 0.609 -0.019
H 6.376 -1.277 4.419
H 7.665 -2.845 5.826
H 9.312 -4.370 4.789
H 9.688 -4.308 2.347
C -6.955 2.144 -2.009
C -8.246 2.103 -2.527
C -8.938 0.904 -2.575
C -8.339 -0.261 -2.115
C -7.038 -0.221 -1.613
C -6.353 0.984 -1.554
C -6.351 -1.458 -1.149
O -5.217 -1.412 -0.709
C -7.088 -2.746 -1.248
C -6.455 -3.923 -0.868
C -7.132 -5.128 -0.942
C -8.448 -5.163 -1.389
C -9.084 -3.994 -1.773
C -8.407 -2.784 -1.711
C -9.101 -1.542 -2.157
O -10.249 -1.570 -2.544
H -6.420 3.085 -1.965
H -8.713 3.008 -2.891
H -9.943 0.866 -2.971
H -5.354 1.004 -1.154
H -5.433 -3.889 -0.517
H -6.635 -6.043 -0.649
H -8.977 -6.105 -1.440
H -10.106 -4.016 -2.125
```

Calculated values
E_HOMO: -11.3 eV
energy: -2461.1610 a.u.
spin multiplicity: 1
gap between HOMO and LUMO: 6.02 eV
E_LUMO: -5.313 eV
molecular weight: 648.6 g mol⁻¹
total charge: +1

Löwdin atomic charge list, values in e, 5 entries: C -0.062; O -0.169; C -0.130; C -0.155; C 0.094

8.
Here is 10 unconnected molecules or ions with the total composition C59H58F9N2O7P3 from OMol25. Energies are from ωB97M-V with the def2-TZVPD basis set.

```
138
Properties=species:S:1:pos:R:3
N 5.009 -3.487 -5.458
P 3.603 -2.962 -5.021
C 3.098 -1.393 -5.871
O 3.797 -1.066 -7.036
C 4.535 0.045 -6.847
O 4.762 0.755 -7.596
C 4.844 -0.023 -5.395
P 5.938 1.187 -4.608
N 7.035 1.607 -5.552
O 6.581 0.476 -3.351
O 5.181 2.468 -4.124
C 3.449 -0.242 -4.896
C 2.411 0.847 -5.232
P 0.940 0.511 -4.263
O 1.144 1.032 -2.974
O -0.282 1.201 -4.939
O 0.607 -1.022 -4.218
H 5.601 -3.486 -4.652
H 2.619 -3.936 -5.254
H 3.601 -2.659 -3.657
H 2.078 -1.390 -6.152
H 5.390 -0.933 -5.318
H 6.948 1.159 -6.445
H 6.522 -0.469 -3.514
H 5.484 2.665 -3.234
H 3.305 -0.443 -3.867
H 2.731 1.841 -5.051
H 2.129 0.756 -6.250
H -1.079 0.764 -4.639
H 0.202 -1.333 -5.029
F -3.530 1.751 -5.474
C -3.643 2.924 -4.802
C -4.895 3.394 -4.474
C -4.997 4.588 -3.778
C -3.855 5.293 -3.432
C -2.607 4.804 -3.781
C -2.499 3.607 -4.465
H -5.773 2.830 -4.759
H -5.971 4.966 -3.505
H -3.941 6.225 -2.890
H -1.715 5.353 -3.519
H -1.532 3.207 -4.732
F 6.451 -1.712 -0.845
C 6.168 -0.928 0.218
C 6.670 -1.267 1.455
C 6.378 -0.457 2.540
C 5.585 0.669 2.377
C 5.087 0.990 1.123
C 5.386 0.189 0.032
H 7.279 -2.154 1.563
H 6.768 -0.706 3.516
H 5.355 1.295 3.227
H 4.466 1.865 0.995
H 5.016 0.422 -0.957
F 1.082 -3.999 3.810
C 1.111 -2.722 3.367
C -0.064 -2.004 3.348
C -0.047 -0.696 2.901
C 1.140 -0.132 2.470
C 2.312 -0.869 2.485
C 2.306 -2.177 2.945
H -0.983 -2.467 3.682
H -0.961 -0.119 2.890
H 1.154 0.885 2.120
H 3.224 -0.411 2.130
H 3.211 -2.769 2.973
F 7.602 -3.692 -3.442
C 8.464 -4.063 -4.428
C 9.702 -4.555 -4.084
C 10.572 -4.931 -5.093
C 10.197 -4.800 -6.421
C 8.945 -4.297 -6.742
C 8.065 -3.929 -5.737
H 9.977 -4.641 -3.041
H 11.546 -5.326 -4.842
H 10.881 -5.091 -7.206
H 8.651 -4.190 -7.776
H 7.081 -3.540 -5.962
F -3.472 -9.562 4.011
C -2.704 -8.454 4.092
C -3.089 -7.322 3.408
C -2.301 -6.186 3.496
C -1.141 -6.199 4.256
C -0.771 -7.351 4.932
C -1.559 -8.488 4.856
H -3.994 -7.335 2.815
H -2.594 -5.287 2.970
H -0.531 -5.316 4.318
H 0.135 -7.365 5.522
H -1.292 -9.394 5.383
F 1.419 4.390 2.604
C 0.602 4.559 1.541
C 0.469 3.532 0.631
C -0.368 3.701 -0.454
C -1.052 4.892 -0.623
C -0.905 5.917 0.298
C -0.074 5.751 1.395
H 1.015 2.614 0.769
H -0.484 2.901 -1.172
H -1.700 5.016 -1.473
H -1.438 6.848 0.162
H 0.052 6.534 2.131
F -4.105 4.014 -0.302
C -4.484 4.291 0.962
C -5.827 4.442 1.236
C -6.220 4.723 2.537
C -5.270 4.857 3.537
C -3.925 4.704 3.239
C -3.524 4.415 1.945
H -6.552 4.340 0.440
H -7.270 4.836 2.768
H -5.579 5.077 4.548
H -3.183 4.809 4.017
H -2.479 4.286 1.702
F -3.447 -2.468 2.640
C -4.146 -1.580 3.382
C -4.770 -0.523 2.753
C -5.489 0.384 3.513
C -5.568 0.229 4.889
C -4.929 -0.838 5.504
C -4.215 -1.754 4.747
H -4.690 -0.416 1.679
H -5.989 1.214 3.031
H -6.125 0.936 5.478
H -4.985 -0.958 6.577
H -3.716 -2.597 5.207
F -7.509 2.404 5.778
C -8.625 1.867 6.332
C -9.430 2.667 7.111
C -10.573 2.122 7.673
C -10.887 0.790 7.457
C -10.060 0.001 6.673
C -8.920 0.540 6.100
H -9.163 3.703 7.274
H -11.218 2.739 8.281
H -11.777 0.367 7.900
H -10.302 -1.039 6.507
H -8.269 -0.059 5.479
```

Calculated values
E_HOMO: -8.8 eV
energy: -4842.1000 a.u.
spin multiplicity: 1
gap between HOMO and LUMO: 8.61 eV
E_LUMO: -0.205 eV
molecular weight: 1171.0 g mol⁻¹

Löwdin atomic charge list, values in e, 5 entries: N -0.272; P 0.817; C -0.405; O 0.052; C -0.625

9.
Here is a molecular structure, CH13N8P3 from OMol25. Energies are from ωB97M-V with the def2-TZVPD basis set.

```
25
Properties=species:S:1:pos:R:3
C -2.719 0.062 1.354
N -0.802 -1.092 -0.707
N -0.500 1.723 -0.256
N 1.483 -0.211 0.509
N -2.669 0.573 -1.410
N 0.665 -2.733 0.862
N 1.630 -1.829 -1.361
N 1.536 2.607 1.146
N 2.039 1.730 -1.179
P -1.447 0.396 -0.383
P 0.638 -1.395 -0.110
P 1.047 1.315 0.127
H -3.482 0.937 1.362
H -3.110 -0.915 1.187
H -2.173 0.079 2.235
H -2.714 -0.270 -1.951
H -2.675 1.550 -1.823
H -0.197 -3.137 1.308
H 1.574 -2.890 1.316
H 1.268 -2.660 -1.739
H 2.529 -1.971 -0.937
H 2.394 2.471 1.717
H 0.657 2.984 1.587
H 1.972 1.041 -1.904
H 3.055 1.630 -0.952
```

Calculated values
E_HOMO: -8.7 eV
energy: -1508.1622 a.u.
spin multiplicity: 1
gap between HOMO and LUMO: 9.52 eV
E_LUMO: 0.807 eV
relative energy (zero: lowest compared OMol25 entry of this formula, charge and spin): 0.0 kJ/mol
molecular weight: 230.1 g mol⁻¹

natural (NBO) atomic charge list, values in e, 5 entries: C -0.880; N -1.457; N -1.397; N -1.472; N -1.222